1.
{
  "formula": "C4H16N6",
  "method": "ωB97M-V/def2-TZVPD",
  "symbols": ["C", "C", "N", "N", "N", "H", "H", "H", "H", "H", "H", "H", "H", "C", "C", "N", "N", "N", "H", "H", "H", "H", "H", "H", "H", "H"],
  "xyz": [[-0.6505, -0.5962, 2.4536], [-2.5182, -0.7150, 0.8818], [-1.3007, -1.1416, 1.2690], [-3.0182, 0.3995, 1.3754], [-3.1042, -1.3267, -0.1569], [-1.1582, -2.1449, 1.2645], [-2.6490, 0.8721, 2.1832], [-3.8851, 0.7430, 1.0504], [-3.2422, -2.3295, -0.1722], [-3.9372, -0.9034, -0.5486], [-0.9584, -0.9882, 3.4167], [-0.5864, 0.4702, 2.3638], [0.3969, -0.8619, 2.2820], [1.2908, -0.5643, -2.4416], [2.3039, 1.1071, -0.9290], [1.7412, -0.0942, -1.1424], [1.7861, 2.1931, -1.4873], [3.3344, 1.2183, -0.0978], [2.0567, -0.8188, -0.5168], [0.9148, 2.2259, -1.9865], [2.2522, 3.0605, -1.2645], [3.9804, 0.4577, 0.0403], [3.4838, 1.9756, 0.5519], [2.0543, -1.1070, -3.0050], [0.8586, 0.2206, -3.0494], [0.5543, -1.3517, -2.3346]],
  "charge": 2,
  "total_energy_ha": -490.029403,
  "fmax_ev_per_a": 1.817,
  "de_lowest_ev": 0.478
}

---

2.
{
  "formula": "C4H16N8O4",
  "method": "ωB97M-V/def2-TZVPD",
  "symbols": ["N", "C", "N", "O", "H", "H", "H", "H", "N", "C", "N", "O", "H", "H", "H", "H", "N", "C", "N", "O", "H", "H", "H", "H", "N", "C", "N", "O", "H", "H", "H", "H"],
  "xyz": [[-2.2648, 5.5841, -1.8404], [-1.2155, 5.9311, -1.1061], [-0.1155, 5.5708, -1.7166], [-1.1745, 6.7381, -0.2087], [-2.3464, 4.7529, -2.4084], [-3.0590, 6.0126, -1.3867], [0.6259, 6.2020, -1.4481], [0.0383, 5.0158, -2.5463], [6.9377, -1.4289, -1.1176], [6.8069, -0.7721, -2.2349], [7.2860, 0.4225, -2.0835], [6.2249, -1.2232, -3.1677], [7.5023, -0.9577, -0.4253], [6.6142, -2.3825, -1.0394], [7.7835, 0.7087, -1.2524], [6.9025, 1.1756, -2.6365], [0.5331, -2.4496, 0.6711], [0.1273, -1.2740, 0.9506], [1.0834, -0.4798, 0.7075], [-1.0496, -1.0501, 1.2575], [1.3990, -2.6529, 0.1925], [0.2496, -3.2632, 1.1982], [2.0136, -0.8666, 0.6352], [0.9112, 0.5136, 0.7677], [-5.8981, -3.7752, 3.4510], [-6.9189, -4.0548, 2.6156], [-6.7880, -3.4325, 1.5191], [-7.8180, -4.8055, 2.8266], [-5.8421, -4.0874, 4.4099], [-5.1733, -3.1293, 3.1723], [-7.4717, -3.5935, 0.7932], [-5.9040, -2.9489, 1.4507]],
  "total_energy_ha": -901.058614,
  "fmax_ev_per_a": 8.450,
  "de_lowest_ev": 3.902,
  "smiles": "NC(N)=O.NC(N)=O.NC(N)=O.NC(N)=O"
}

---

3.
{
  "formula": "C4H16N9O7Tl",
  "method": "ωB97M-V/def2-TZVPD",
  "symbols": ["Tl", "N", "O", "O", "O", "C", "O", "N", "N", "H", "H", "H", "H", "C", "O", "N", "N", "H", "H", "H", "H", "C", "O", "N", "N", "H", "H", "H", "H", "C", "O", "N", "N", "H", "H", "H", "H"],
  "xyz": [[-2.9226, -0.4659, 0.1214], [-1.0362, -2.4989, 3.2925], [-1.5342, -2.1378, 4.3270], [-1.5222, -2.1278, 2.1893], [-0.0460, -3.2007, 3.3005], [-0.5162, 2.0556, -1.7027], [-1.3795, 1.2360, -1.6853], [-0.1141, 2.6742, -0.6021], [0.0201, 2.6003, -2.7651], [-0.6139, 2.5035, 0.2589], [0.4161, 3.5318, -0.6613], [-0.2624, 2.3102, -3.6904], [0.5381, 3.4609, -2.6590], [-1.1780, -1.6171, -3.1656], [-2.1969, -1.1787, -2.6963], [-0.9925, -2.9040, -3.4638], [-0.0658, -0.9501, -3.3487], [-1.7877, -3.4306, -3.1313], [-0.1854, -3.2178, -3.9837], [-0.0622, 0.0416, -3.1571], [0.7530, -1.3613, -3.7737], [1.1339, -0.7059, 0.2599], [-0.0541, -0.8294, 0.0054], [1.7525, -1.3028, 1.2506], [2.0589, -0.1265, -0.4761], [2.7621, -1.2965, 1.2786], [1.2027, -1.9453, 1.8028], [3.0539, -0.1936, -0.3165], [1.6804, 0.2096, -1.3501], [-0.2428, 1.3128, 2.6964], [-1.1257, 1.1689, 1.8461], [0.8836, 1.9260, 2.5099], [-0.4020, 0.9525, 3.9561], [1.5206, 2.0745, 3.2795], [1.1054, 2.2764, 1.5889], [0.4518, 0.9076, 4.4937], [-1.0928, 0.2478, 4.1712]],
  "charge": 3,
  "total_energy_ha": -1352.720501,
  "fmax_ev_per_a": 7.202,
  "multiplicity": 2,
  "s2": 1.778
}

---

4.
{
  "formula": "C4H16NNaO7",
  "method": "ωB97M-V/def2-TZVPD",
  "symbols": ["Na", "N", "O", "O", "O", "C", "O", "H", "H", "H", "H", "C", "O", "H", "H", "H", "H", "C", "O", "H", "H", "H", "H", "C", "O", "H", "H", "H", "H"],
  "xyz": [[0.2869, -0.1310, -0.1139], [-1.7242, 2.1933, -1.5806], [-1.5227, 1.5845, -0.5055], [-2.6694, 1.8655, -2.3270], [-1.0072, 3.1413, -1.9406], [-1.8299, -2.1516, -1.0841], [-0.4289, -2.3894, -1.4032], [-1.9628, -1.0749, -0.9771], [-2.4414, -2.5947, -1.8627], [-2.0082, -2.5950, -0.1053], [-0.3746, -3.0727, -2.0723], [2.0121, 0.2775, 2.4947], [2.5376, -0.1090, 1.2178], [0.9654, -0.0119, 2.5411], [2.5293, -0.2214, 3.3168], [2.0954, 1.3587, 2.6220], [3.4800, 0.0752, 1.2375], [2.6204, 1.7509, -1.9259], [1.3533, 1.1349, -1.9922], [3.3619, 1.2814, -2.5778], [2.5763, 2.8238, -2.1337], [2.9916, 1.6849, -0.9025], [1.0369, 1.1587, -2.8994], [-2.2533, -0.7658, 2.1648], [-0.9497, -1.2317, 1.8236], [-2.2582, -0.2563, 3.1295], [-2.6186, -0.0875, 1.3935], [-2.9981, -1.5664, 2.1972], [-0.7998, -2.0715, 2.2652]],
  "total_energy_ha": -905.604510,
  "fmax_ev_per_a": 2.420,
  "de_lowest_ev": 0.000
}

---

5.
{
  "formula": "C4H16NO2",
  "method": "ωB97M-V/def2-TZVPD",
  "symbols": ["C", "C", "C", "C", "N", "H", "H", "H", "H", "H", "H", "H", "H", "H", "H", "H", "H", "H", "H", "O", "H", "H", "O"],
  "xyz": [[1.0394, -0.7087, 1.6583], [0.6522, -0.6613, 0.1801], [-0.4997, -1.6935, 0.0049], [-0.9079, -1.8612, -1.4517], [0.2354, 0.7710, -0.1481], [1.0780, -1.7315, 2.0521], [0.2147, -0.3348, 2.2681], [2.0262, -0.2738, 1.8067], [1.4680, -0.8744, -0.5044], [-0.0230, -2.6343, 0.2864], [-1.3076, -1.2991, 0.6155], [-1.8740, -2.3674, -1.5444], [-1.0605, -0.8988, -1.9662], [-0.1159, -2.2836, -2.0636], [-0.0911, 0.7165, -1.1557], [-0.5388, 1.0939, 0.4473], [1.0929, 1.3190, -0.0115], [-3.2353, 1.2025, -0.8634], [-3.2118, 0.9802, 0.6569], [-2.6484, 1.1127, -0.0963], [2.7671, 3.6593, 0.6945], [2.5517, 3.6390, -0.8275], [2.3884, 3.1281, -0.0381]],
  "total_energy_ha": -367.101365,
  "fmax_ev_per_a": 2.277,
  "de_lowest_ev": 0.270,
  "multiplicity": 2,
  "s2": 0.751
}

---

6.
{
  "formula": "C4H16NO2",
  "method": "ωB97M-V/def2-TZVPD",
  "symbols": ["C", "C", "C", "C", "N", "H", "H", "H", "H", "H", "H", "H", "H", "H", "H", "H", "H", "H", "H", "O", "H", "H", "O"],
  "xyz": [[-0.5382, 1.1023, -0.5923], [-0.0357, 1.1980, 0.8235], [-1.2861, 1.4282, 1.7074], [0.7885, -0.0132, 1.3570], [0.6331, 1.3693, -1.5832], [-0.9654, 0.1387, -0.8510], [-1.2669, 1.9187, -0.6933], [0.7563, 1.9584, 0.8617], [-2.1385, 0.9766, 1.2024], [-1.1231, 1.0078, 2.7086], [-1.6389, 2.4359, 1.9095], [0.1466, -0.7582, 1.8050], [1.6212, 0.2953, 1.9610], [1.1510, -0.5083, 0.4310], [0.1788, 1.5110, -2.4815], [1.1018, 2.1574, -1.1480], [1.1490, 0.4782, -1.6233], [2.1271, -1.8080, -1.2395], [0.5604, -1.8861, -1.0233], [1.2807, -1.3522, -1.3510], [-0.7339, -3.7242, 0.0473], [-0.9811, -4.3713, -1.3373], [-0.7866, -3.5543, -0.8906]],
  "charge": 1,
  "total_energy_ha": -366.986541,
  "fmax_ev_per_a": 2.661,
  "de_lowest_ev": 1.169
}

---

7.
{
  "formula": "C4H16NO2",
  "method": "ωB97M-V/def2-TZVPD",
  "symbols": ["C", "C", "C", "C", "N", "H", "H", "H", "H", "H", "H", "H", "H", "H", "H", "H", "H", "H", "H", "O", "H", "H", "O"],
  "xyz": [[0.1447, -0.1254, -0.4943], [1.3188, 0.6922, 0.1019], [1.2357, 2.1844, -0.2003], [-0.0666, 2.8234, 0.2852], [-0.6108, -0.8203, 0.6158], [-0.5567, 0.5250, -0.9930], [0.5488, -0.9445, -1.0661], [1.2921, 0.5735, 1.1942], [2.2740, 0.2758, -0.2105], [2.0045, 2.6988, 0.3584], [1.3997, 2.4068, -1.2603], [-0.9565, 2.6184, -0.3110], [0.0443, 3.9124, 0.2801], [-0.2544, 2.5133, 1.3144], [-0.9595, -0.1538, 1.2978], [0.0408, -1.4438, 1.1043], [-1.4250, -1.3854, 0.3069], [0.8241, -3.2472, -0.9954], [2.1681, -3.5970, -0.3692], [1.4580, -2.9380, -0.3390], [-3.2071, -1.9603, -0.9537], [-3.7606, -2.4744, 0.3712], [-2.9562, -2.1342, -0.0377]],
  "charge": 1,
  "total_energy_ha": -367.010665,
  "fmax_ev_per_a": 1.217,
  "de_lowest_ev": 0.512
}

---

8.
{
  "formula": "C4H16NO2",
  "method": "ωB97M-V/def2-TZVPD",
  "symbols": ["C", "C", "C", "C", "N", "H", "H", "H", "H", "H", "H", "H", "H", "H", "H", "H", "H", "H", "H", "O", "H", "H", "O"],
  "xyz": [[0.2916, 0.5236, 0.7345], [-1.2049, 0.2194, 0.8989], [-2.1259, 1.0827, 0.0092], [-2.3519, 0.4700, -1.3484], [1.0646, -0.5747, 1.3231], [0.5597, 0.7794, -0.2903], [0.4924, 1.4623, 1.2536], [-1.3784, -0.7822, 0.5176], [-1.5029, 0.2642, 1.9477], [-3.0143, 1.2993, 0.6065], [-1.7433, 2.1096, -0.1235], [-2.8505, -0.5024, -1.2506], [-1.4640, 0.3652, -1.9629], [-3.1562, 0.9807, -1.8883], [0.9216, -1.4566, 0.8283], [1.1118, -0.7012, 2.3409], [2.1333, -0.4585, 1.2667], [0.6068, -1.1838, -3.6285], [0.8938, -2.4458, -2.8080], [0.4479, -1.6066, -2.7685], [4.5047, -0.5498, 1.1158], [4.0237, 0.7930, 1.7535], [3.7404, -0.0879, 1.4728]],
  "charge": 1,
  "total_energy_ha": -366.991132,
  "fmax_ev_per_a": 3.402,
  "de_lowest_ev": 1.044
}

---

9.
{
  "formula": "C4H16NO3",
  "method": "ωB97M-V/def2-TZVPD",
  "symbols": ["C", "C", "C", "C", "O", "N", "H", "H", "H", "H", "H", "H", "H", "H", "H", "H", "H", "H", "H", "H", "O", "H", "H", "O"],
  "xyz": [[1.8879, -0.9407, -0.3010], [0.3915, -0.6264, -0.4260], [-0.0180, 0.3957, -1.5033], [0.4836, 1.7758, -1.1511], [-1.4506, 0.4442, -1.4947], [-0.1742, -0.2033, 0.8949], [2.1216, -1.9546, -0.6214], [2.4969, -0.2724, -0.9098], [2.2591, -0.8746, 0.7235], [-0.0640, -1.5990, -0.6236], [0.3640, -0.0036, -2.4442], [-0.1251, 2.2717, -0.3977], [1.5367, 1.6935, -0.8750], [0.4806, 2.4623, -1.9997], [-1.7844, -0.4592, -1.6271], [-1.1147, 0.1879, 0.7825], [-0.3449, -1.0475, 1.4461], [0.4230, 0.4372, 1.4729], [-2.0770, -3.2353, 1.5157], [-2.9791, -2.7026, 0.4447], [-2.1409, -2.5046, 0.8817], [0.9866, 2.6772, 2.0908], [1.5909, 1.5840, 3.0687], [1.2955, 1.7609, 2.1790]],
  "charge": 1,
  "total_energy_ha": -442.257799,
  "fmax_ev_per_a": 1.288,
  "de_lowest_ev": 0.185
}